C12H19ClIN4OSc | wB97M-V/def2-TZVPD

```
39
Properties=species:S:1:pos:R:3:forces:R:3
C 2.239 -1.227 -3.479 -0.255 -1.667 -1.635
I -1.651 2.073 -4.011 -1.222 1.509 -3.642
H 1.465 -1.469 -4.229 0.438 0.154 -1.210
H 2.702 -2.224 -3.258 -0.175 0.756 -0.094
H 3.031 -0.603 -3.923 -0.391 0.157 0.255
C -1.179 2.951 1.767 0.248 -0.070 0.373
C -2.416 2.546 1.452 -0.335 0.245 0.219
N -2.410 2.290 0.103 -1.028 -0.133 -0.298
C -1.166 2.531 -0.442 0.187 -0.711 -0.101
N -0.412 2.876 0.635 0.677 0.661 0.679
H -0.793 3.237 2.714 0.273 0.130 0.421
H -3.302 2.529 2.053 -0.170 -0.173 0.081
C 1.194 -2.920 0.540 -0.535 -0.523 -0.004
C 1.254 -1.725 -1.327 1.010 3.412 -2.824
N 1.631 -1.743 -0.031 -0.233 -0.252 3.024
H 0.129 -4.609 -0.457 0.005 -0.108 0.371
N 0.593 -2.874 -1.569 -0.193 -1.441 -1.263
H 1.255 -3.157 1.590 0.208 0.158 -0.077
Sc -0.956 1.038 -1.877 3.729 -2.290 1.595
C 1.522 -0.739 -2.317 0.030 -2.864 2.786
O 1.096 0.488 -2.151 -1.461 3.402 0.482
C 0.589 -3.639 -0.429 -0.075 -0.547 0.126
C -0.157 -3.168 -2.780 -0.100 -0.177 0.596
H -0.685 -2.317 -3.228 0.552 0.247 0.498
H -0.941 -3.849 -2.470 -0.221 -0.326 -0.059
H 0.442 -3.654 -3.553 0.214 0.043 -0.087
C 2.165 -0.682 0.810 -0.460 0.003 -0.142
H 2.960 -1.074 1.470 -0.371 0.121 -0.333
H 1.331 -0.287 1.416 0.398 0.069 0.012
H 2.539 0.135 0.200 0.076 -0.088 -0.173
C 1.016 3.109 0.546 -0.017 0.180 -0.273
H 1.235 4.182 0.650 0.013 -0.165 -0.099
H 1.298 2.763 -0.459 0.212 0.161 0.353
H 1.611 2.573 1.307 -0.506 0.008 -0.238
C -3.585 1.911 -0.648 -0.974 0.329 -0.084
H -3.410 1.473 -1.655 0.073 0.460 0.852
H -4.248 2.773 -0.764 0.162 0.414 -0.388
H -4.232 1.220 -0.100 0.587 -0.379 0.116
Cl -2.153 -0.902 -1.158 -0.371 -0.708 0.183
```
Forces are in eV/Å.

- Calculated total energy: -2281.4377 hartree
- Charge: -2
- Energy relative to the best compared isomer or geometry (same formula, charge and spin): 0.0 kJ/mol



C12H19ClO | wB97M-V/def2-TZVPD

```
33
Properties=species:S:1:pos:R:3:forces:R:3
C 0.785 0.956 -0.921 1.065 -0.903 0.683
C 0.880 2.230 -1.651 -0.830 -0.262 0.902
C 0.922 -0.045 -0.239 0.427 3.216 -1.730
C -0.430 2.472 -2.393 -0.118 0.305 -2.228
C -0.479 1.899 -3.801 -1.162 0.098 0.435
C 2.338 -3.486 0.439 -0.468 1.197 -1.475
C -1.711 -0.845 2.854 2.019 1.280 1.265
C -2.091 0.114 0.642 1.189 -0.777 0.238
C -1.366 1.613 2.483 -0.383 1.730 -1.336
C 1.130 -1.264 0.455 0.478 -0.517 -0.555
C 1.943 -2.237 -0.364 -0.039 -0.613 -3.397
C -1.542 0.301 1.881 -3.333 -2.029 -2.205
O -1.377 3.108 -2.006 0.706 -0.148 1.032
Cl 2.306 2.425 -2.718 0.082 -0.244 0.052
H 0.461 1.473 -4.099 0.225 -0.115 -0.309
H -1.215 1.054 -3.654 0.378 1.037 -0.914
H -0.780 2.767 -4.475 0.031 -1.593 0.687
H 2.652 -4.326 -0.131 0.384 -0.518 -0.945
H 1.393 -3.751 0.810 -0.935 -0.875 1.657
H 3.131 -3.281 1.130 -0.021 0.228 0.814
H -2.759 -0.852 3.269 1.089 -0.636 -0.724
H -1.050 -0.467 3.714 -0.825 -1.374 -0.708
H -1.233 -1.727 2.375 -1.052 0.014 0.840
H 0.985 3.048 -0.973 0.025 0.399 0.780
H -2.292 0.821 -0.135 0.340 1.208 0.140
H -2.266 -0.860 0.138 0.024 0.106 1.264
H -0.883 1.612 3.443 0.294 0.057 0.270
H -2.388 2.019 2.563 0.443 0.249 0.388
H -0.846 2.236 1.733 -0.049 0.143 0.677
H 0.160 -1.651 0.390 -1.690 -1.057 1.126
H 1.517 -1.172 1.458 -0.130 0.219 0.412
H 1.310 -2.426 -1.392 1.235 -0.165 2.609
H 2.795 -1.758 -0.823 0.599 0.338 0.255
```
Forces are in eV/Å.

- Calculated total energy: -1003.9064 hartree
- Structure (SMILES): CCCC#C[C@@H](Cl)C(C)=O.C=C(C)C
- Energy relative to the best compared isomer or geometry (same formula, charge and spin): 69.7 kJ/mol



C12H19CuO9PS2 | wB97M-V/def2-TZVPD

```
44
Properties=species:S:1:pos:R:3:forces:R:3
Cu -0.577 -0.615 1.241 1.177 0.629 0.150
O -1.756 -2.214 1.052 -0.026 0.001 -0.093
S -1.885 -2.091 -0.420 -0.574 -1.083 -0.803
O -2.222 -3.360 -1.031 -0.005 0.158 0.127
O -0.737 -1.433 -1.032 -0.207 -0.049 -0.018
C -3.326 -1.031 -0.727 0.163 -0.044 0.075
C -4.378 -1.690 -1.356 0.091 -0.030 0.025
C -5.542 -1.024 -1.697 -0.078 0.122 -0.023
C -5.667 0.325 -1.409 -0.028 -0.123 -0.060
C -4.632 0.988 -0.772 0.080 -0.047 0.053
C -3.456 0.330 -0.421 0.030 0.114 0.164
S -2.253 1.410 0.420 -0.619 1.068 -0.259
O -1.967 0.781 1.724 -0.084 -0.071 -0.124
O -2.943 2.673 0.576 -0.126 -0.166 0.141
O -1.106 1.508 -0.464 0.177 -0.275 -0.077
H -4.247 -2.741 -1.571 -0.047 0.025 -0.034
H -6.343 -1.555 -2.194 -0.001 -0.022 0.013
H -6.569 0.861 -1.676 -0.002 0.022 0.011
H -4.705 2.035 -0.518 -0.047 0.003 -0.026
C 3.279 -1.493 2.664 -0.099 0.048 -0.235
C 2.526 -1.781 1.373 0.066 -0.010 0.225
O 2.616 -0.690 0.472 -0.379 0.176 -0.073
P 1.303 0.342 0.361 1.220 -0.357 0.784
O 1.756 1.552 1.335 -0.172 -0.152 -0.057
C 2.938 2.323 1.134 0.178 0.072 0.048
C 3.608 2.549 2.478 -0.111 -0.048 -0.085
O 1.769 0.971 -1.041 -0.512 0.087 -0.002
C 1.279 0.531 -2.320 0.066 -0.101 -0.119
C 2.170 -0.558 -2.892 -0.099 0.110 0.203
H 3.271 -2.374 3.310 -0.009 0.035 0.045
H 2.808 -0.656 3.183 0.039 -0.027 0.073
H 4.313 -1.227 2.439 0.010 -0.006 0.044
H 1.471 -1.993 1.598 0.045 -0.088 -0.058
H 2.950 -2.655 0.872 -0.060 0.022 -0.031
H 2.651 3.275 0.682 -0.036 -0.038 -0.034
H 3.614 1.806 0.451 -0.005 0.028 -0.034
H 2.861 2.844 3.216 0.023 0.047 -0.001
H 4.355 3.341 2.399 0.033 -0.027 0.009
H 4.094 1.637 2.825 -0.017 0.005 0.031
H 1.274 1.419 -2.953 0.033 -0.002 0.059
H 0.264 0.165 -2.220 -0.161 0.082 0.053
H 3.217 -0.251 -2.876 -0.008 -0.021 -0.019
H 1.874 -0.773 -3.920 -0.009 -0.022 -0.002
H 2.051 -1.463 -2.296 0.087 -0.042 -0.063
```
Forces are in eV/Å.

- Calculated total energy: -3924.2139 hartree
- Charge: -1



C12H19HgN4O2 | wB97M-V/def2-TZVPD

```
38
Properties=species:S:1:pos:R:3:forces:R:3
Hg 12.051 3.945 9.351 0.821 0.257 0.555
O 14.350 4.414 9.916 0.700 -0.452 0.059
N 14.896 4.139 11.030 -2.771 1.061 0.997
N 14.024 4.286 12.062 2.765 -1.164 -2.031
O 12.764 4.498 11.904 0.285 -0.047 0.214
C 14.676 4.110 13.343 -0.486 0.426 -0.470
C 13.791 4.311 14.420 0.858 -1.133 -0.830
C 14.397 4.382 15.639 -0.898 0.124 3.223
C 15.780 4.310 15.818 -0.151 0.205 0.699
C 16.604 4.046 14.767 0.093 -0.634 -1.562
C 16.082 3.900 13.479 -1.151 1.079 -0.368
H 12.713 4.220 14.242 0.591 0.525 0.144
H 13.756 4.445 16.590 0.951 0.115 -1.561
H 16.284 4.469 16.766 -0.571 -0.122 0.222
H 17.661 3.889 14.904 0.208 0.198 0.115
H 16.740 3.854 12.593 -0.669 -0.279 0.693
C 5.885 4.112 6.250 -1.110 1.582 -0.263
C 7.277 3.660 6.379 2.543 -0.431 -0.431
N 7.899 3.665 7.717 -0.035 -0.033 1.075
C 7.161 4.180 8.888 -1.015 -0.289 -0.566
C 5.926 3.356 9.307 1.114 -0.453 1.060
C 9.218 3.406 7.883 0.158 -0.220 0.661
C 10.131 3.354 6.685 0.000 0.228 -0.207
N 9.802 3.318 9.043 0.008 -0.838 -0.346
H 5.793 4.727 5.330 -0.231 -0.721 0.360
H 5.536 4.774 7.041 0.066 -0.052 0.050
H 5.258 3.240 6.243 -0.706 -0.026 -0.241
H 7.970 4.216 5.707 -0.634 -0.170 0.395
H 7.280 2.632 6.011 0.374 -0.084 -0.014
H 6.836 5.180 8.618 0.027 0.263 0.125
H 7.769 4.252 9.778 0.474 0.265 -0.375
H 6.175 2.741 10.221 -0.362 0.387 -1.108
H 5.580 2.725 8.508 -0.209 -0.366 -0.170
H 5.142 4.033 9.589 -0.515 0.237 0.136
H 10.304 4.403 6.428 0.326 -0.090 -0.173
H 9.769 2.864 5.791 -0.578 -0.075 -0.010
H 11.067 2.847 6.910 -0.058 0.314 0.312
H 9.265 3.158 9.889 -0.210 0.416 -0.367
```
Forces are in eV/Å.

- Calculated total energy: -991.3623 hartree
- Spin multiplicity: 2



C12H19I2N3OsP | wB97M-V/def2-TZVPD

```
38
Properties=species:S:1:pos:R:3:forces:R:3
Os 0.028 -0.176 -0.043 0.518 -0.200 -0.041
C -0.702 1.454 1.261 0.186 -0.067 0.021
C -1.869 0.866 0.677 0.032 0.056 -0.206
C -1.772 0.977 -0.726 0.027 0.072 0.121
C -0.545 1.668 -1.034 -0.032 -0.081 0.031
C 0.089 1.999 0.210 -0.153 0.119 -0.005
H -0.483 1.509 2.317 -0.027 0.031 -0.015
H -2.663 0.377 1.222 0.019 -0.066 -0.003
H -2.491 0.612 -1.445 0.037 0.001 -0.013
H -0.216 1.958 -2.020 -0.046 0.002 -0.008
H 0.963 2.617 0.338 0.024 -0.046 0.009
I -4.261 -2.261 0.644 0.073 0.043 0.049
C -2.758 -3.113 -0.510 -0.021 -0.036 -0.077
I -0.648 -2.721 0.069 0.003 0.175 0.059
H -2.783 -2.786 -1.543 -0.010 -0.009 0.001
H -2.759 -4.195 -0.415 0.006 0.000 -0.032
C 5.395 0.320 0.448 0.138 0.109 0.032
N 4.728 -0.976 0.573 -0.895 0.213 0.017
C 5.000 -1.866 -0.587 0.087 -0.140 -0.114
N 4.430 -1.283 -1.789 0.090 0.019 -0.053
C 4.995 0.048 -1.960 0.038 -0.006 0.056
N 4.719 0.836 -0.734 -0.260 0.033 0.019
C 3.395 1.249 -0.552 0.595 0.033 0.165
P 2.260 -0.321 -0.350 -1.545 -0.046 -0.528
C 3.445 -1.005 1.095 1.402 -0.232 0.590
C 2.977 -1.292 -1.773 0.070 0.033 0.212
H 6.458 0.189 0.262 0.004 -0.019 0.012
H 5.228 0.949 1.320 0.000 -0.019 0.020
H 4.571 -2.847 -0.386 -0.007 0.006 0.007
H 6.080 -1.961 -0.694 0.004 0.006 0.013
H 4.555 0.558 -2.815 0.003 -0.022 -0.018
H 6.074 -0.017 -2.091 0.006 0.001 -0.020
H 3.007 1.728 -1.454 -0.093 -0.084 -0.025
H 3.275 1.882 0.327 -0.024 0.004 0.007
H 3.089 -2.027 1.233 -0.155 0.032 -0.192
H 3.313 -0.401 1.991 -0.054 0.085 -0.054
H 2.586 -0.887 -2.709 -0.021 -0.005 -0.007
H 2.613 -2.320 -1.696 -0.018 0.004 -0.029
```
Forces are in eV/Å.

- Calculated total energy: -1659.1645 hartree
- Charge: +3



C12H19MgNO | wB97M-V/def2-TZVPD

```
34
Properties=species:S:1:pos:R:3:forces:R:3
C 1.005 1.070 -1.586 2.080 0.460 -0.380
C 1.780 -0.115 -1.354 0.427 1.178 -0.140
C 2.365 -0.027 -0.058 -0.229 0.894 0.299
C 1.930 1.218 0.532 1.081 -0.209 -0.537
C 1.128 1.914 -0.422 1.351 -0.080 -0.663
Mg -0.160 0.276 0.094 -1.956 -0.280 0.971
C -0.571 -2.227 -0.357 0.316 0.726 2.079
C -1.078 -1.248 -1.180 -2.995 -1.846 -3.045
C -1.417 -1.409 -2.454 -0.451 0.291 -3.227
N -1.804 0.593 -1.083 2.373 0.266 3.069
H 3.041 -0.763 0.412 -0.713 0.407 -0.232
H 1.989 -0.894 -2.097 -0.462 0.244 0.457
H 2.192 1.569 1.543 -0.299 -0.280 -0.616
H 0.760 2.936 -0.323 -0.167 -0.464 0.037
H 0.561 1.349 -2.545 -0.151 -0.306 0.676
H 0.281 -2.906 -0.508 0.053 1.043 -0.478
H -2.351 1.461 -1.280 -0.281 -1.689 -0.360
H -0.919 -2.262 0.664 -0.282 -0.152 0.282
H -1.329 -2.321 -3.114 -0.056 0.243 1.236
H -1.797 -0.525 -2.973 0.465 -0.452 -0.158
C -1.419 -0.610 3.990 -0.187 -0.205 0.527
C -1.018 0.507 3.018 -0.017 -0.724 -0.748
C -2.286 1.228 2.553 -0.682 0.350 -0.089
C -0.106 1.506 3.725 0.164 0.284 0.422
O -0.361 -0.106 1.958 -0.389 0.589 1.076
H -1.926 -0.248 4.898 0.057 0.135 0.006
H -0.514 -1.148 4.299 -0.137 -0.025 -0.099
H -2.113 -1.317 3.509 0.348 0.200 -0.073
H -2.931 1.686 3.322 0.379 -0.164 0.491
H -2.035 2.059 1.892 0.073 -0.226 -0.333
H -2.946 0.536 2.025 0.297 0.043 -0.320
H 0.821 1.014 4.024 0.098 -0.023 -0.088
H 0.133 2.367 3.097 0.050 -0.197 -0.247
H -0.569 1.919 4.626 -0.157 -0.028 0.202
```
Forces are in eV/Å.

- Calculated total energy: -798.4683 hartree
- Charge: -2
- Energy relative to the best compared isomer or geometry (same formula, charge and spin): 131.8 kJ/mol



C12H19N11Pd | wB97M-V/def2-TZVPD

```
43
Properties=species:S:1:pos:R:3:forces:R:3
Pd -0.190 0.128 0.159 0.123 0.009 0.049
N 2.182 -1.826 0.350 -0.136 0.091 0.064
C 2.734 -0.608 0.347 0.072 -0.061 -0.086
N 4.054 -0.505 0.513 -0.091 -0.144 0.068
C 4.531 0.729 0.450 0.203 -0.052 -0.130
N 5.864 0.892 0.639 -0.065 0.044 0.052
N 3.817 1.832 0.201 -0.119 0.125 0.012
C 2.517 1.619 0.048 -0.186 -0.115 0.077
N 1.898 0.442 0.140 0.298 0.020 0.014
C 1.670 2.809 -0.236 -0.037 0.115 -0.096
C 2.015 4.051 0.280 0.062 0.025 0.046
C 1.193 5.132 0.006 -0.025 -0.031 -0.021
C 0.077 4.934 -0.791 0.020 -0.041 0.023
C -0.166 3.655 -1.278 -0.043 0.040 0.010
N 0.603 2.609 -1.005 0.042 0.071 -0.036
H 2.727 -2.606 0.672 0.025 0.032 -0.032
H 1.161 -1.847 0.343 0.026 -0.052 0.030
H 6.444 0.075 0.644 -0.006 -0.016 0.000
H 6.262 1.783 0.406 0.002 0.003 0.004
H 2.908 4.147 0.881 -0.020 0.008 -0.007
H 1.421 6.113 0.404 0.008 -0.014 -0.001
H -0.592 5.748 -1.035 0.007 -0.015 -0.008
H -1.022 3.459 -1.916 0.008 0.015 0.001
C -5.107 -2.245 0.182 -0.023 0.047 0.035
N -4.223 -1.314 0.875 0.017 -0.015 -0.018
C -4.844 -0.051 1.214 -0.047 -0.041 0.017
C -2.887 -1.281 0.514 0.137 0.323 -0.102
N -2.193 -0.218 0.345 -0.372 -0.434 0.055
N -2.304 -2.552 0.441 -0.056 0.141 -0.055
C -1.444 -2.930 -0.581 0.105 -0.103 0.179
N -0.522 -3.899 -0.171 0.001 -0.044 -0.033
N -1.536 -2.409 -1.730 -0.140 -0.113 -0.119
H -5.933 -2.519 0.839 -0.001 -0.004 0.003
H -4.560 -3.139 -0.097 -0.005 0.009 0.006
H -5.521 -1.796 -0.728 0.010 0.011 -0.001
H -5.805 -0.252 1.684 0.001 0.013 0.002
H -5.024 0.584 0.336 0.004 -0.013 -0.013
H -4.220 0.494 1.922 0.000 -0.005 0.003
H -2.782 0.605 0.309 0.062 0.057 0.002
H -2.330 -3.088 1.292 0.041 -0.016 0.012
H -0.798 -4.467 0.616 0.032 0.027 0.022
H -0.163 -4.460 -0.927 0.006 -0.002 -0.024
H -0.834 -2.783 -2.360 0.059 0.105 -0.004
```
Forces are in eV/Å.

- Calculated total energy: -1198.9344 hartree
- Energy relative to the best compared isomer or geometry (same formula, charge and spin): 6.6 kJ/mol



C12H19N2 | wB97M-V/def2-TZVPD

```
33
Properties=species:S:1:pos:R:3:forces:R:3
C -2.380 1.765 -0.387 -0.427 -2.209 -0.147
C -2.320 1.450 1.019 0.218 -0.331 -2.277
C -2.461 0.700 -1.305 -0.124 0.366 -1.047
C -2.661 -0.964 0.384 1.797 0.860 1.675
C -1.914 0.103 0.962 1.326 -2.780 1.049
C -1.960 -0.561 -0.766 0.567 1.807 -0.108
C -0.165 -2.255 1.035 0.911 -1.059 1.603
C 0.404 -1.785 -1.357 0.736 -1.576 0.370
C 1.660 2.051 0.914 -2.081 -0.247 0.221
C 2.798 0.970 -0.998 0.119 -1.636 0.650
C 1.544 -0.432 0.544 2.549 -2.485 -0.785
C 0.312 -1.205 0.075 0.299 -0.719 -1.298
N -0.669 -0.157 0.060 -4.182 0.265 0.093
N 1.772 0.865 0.023 -0.322 1.123 0.520
H -2.617 2.689 -0.781 -0.439 2.102 -0.320
H -2.727 2.046 1.794 -0.303 0.157 0.556
H -2.953 0.682 -2.276 0.198 0.600 0.279
H -3.433 -1.617 0.650 -1.542 -0.211 0.142
H -0.403 -1.872 2.089 0.292 -0.357 -1.565
H -1.069 -2.671 0.576 0.158 -0.425 0.491
H 0.613 -3.066 1.171 -0.953 0.805 -0.366
H 0.579 -1.024 -2.115 -0.087 0.119 0.008
H 1.297 -2.519 -1.405 -1.511 1.081 0.136
H -0.546 -2.345 -1.578 1.065 0.448 -0.075
H 2.547 2.611 1.222 0.567 -0.734 -0.235
H 1.006 2.892 0.457 0.639 -1.525 0.647
H 1.183 1.602 1.827 0.217 1.141 -0.544
H 3.519 1.688 -0.610 0.695 -0.356 -0.278
H 3.200 -0.136 -1.115 -0.354 2.677 -0.518
H 2.335 1.435 -1.853 0.309 -0.368 -0.919
H 2.484 -1.131 0.358 -1.804 1.231 0.578
H 1.273 -0.523 1.546 0.695 1.020 2.446
H -0.250 0.716 -0.159 0.772 1.218 -0.982
```
Forces are in eV/Å.

- Calculated total energy: -577.5752 hartree
- Charge: +1
- Energy relative to the best compared isomer or geometry (same formula, charge and spin): 1017.5 kJ/mol